P:
C6H13N | ωB97M-V with the def2-TZVPD basis set

Structure (ORCA input):
```
! RIJCOSX wB97M-V def2-TZVPD def2/J DEFGRID3
* xyz 0 1
C 0.4078 3.1746 -1.6743
C 0.6068 1.6724 -1.8958
C -0.1039 0.8759 -0.8505
C 0.3143 -0.2444 -0.2585
N -0.3598 -0.9028 0.7452
C 0.1379 -2.1584 1.3149
C -0.8854 -2.7107 2.2647
H 1.0672 3.7434 -2.3306
H 0.6275 3.4064 -0.6277
H -0.6281 3.4574 -1.8576
H 0.2300 1.4320 -2.8987
H 1.6833 1.4871 -1.9345
H -1.0985 1.2395 -0.6002
H 1.2346 -0.7396 -0.5476
H -1.1264 -0.4474 1.2106
H 1.0392 -1.8860 1.8809
H 0.4276 -2.7955 0.4794
H -1.0205 -2.0735 3.1468
H -1.8801 -2.7978 1.8292
H -0.6734 -3.7324 2.6041
*
```

Calculated values
**SMILES**: CC/C=C/NCC
**Kohn-Sham gap**: 8.47 eV
**LUMO energy**: 1.13 eV

Atomic partial charges in e from the natural (NBO) method, atoms 1 to 2: -0.594, -0.416

***

Q:
C6H13N | ωB97M-V with the def2-TZVPD basis set

Structure (ORCA input):
```
! RIJCOSX wB97M-V def2-TZVPD def2/J DEFGRID3
* xyz 0 1
C -1.3572 -0.1331 2.7228
C -0.6161 0.2685 1.4528
C -0.5076 -0.8496 0.4101
C 0.2637 -0.3051 -0.7664
C -0.5118 0.5749 -1.7333
N 1.5110 -0.5455 -0.7939
C 2.3467 0.0194 -1.8283
H -0.7391 -0.7966 3.3367
H -1.6093 0.7452 3.3264
H -2.2901 -0.6603 2.4921
H -1.0962 1.1436 0.9926
H 0.4075 0.5741 1.7017
H 0.0438 -1.6998 0.8235
H -1.5056 -1.1962 0.1062
H -1.5595 0.6558 -1.4291
H -0.0986 1.5889 -1.7778
H -0.4850 0.1656 -2.7491
H 2.7283 -0.8004 -2.4466
H 1.8614 0.7553 -2.4844
H 3.2137 0.4953 -1.3562
*
```

Calculated values
**SMILES**: CCC/C(C)=N/C
**Kohn-Sham gap**: 10.29 eV
**LUMO energy**: 1.07 eV

Atomic partial charges in e from the natural (NBO) method, atoms 1 to 2: -0.604, -0.386

***

R:
C6H13N | ωB97M-V with the def2-TZVPD basis set

Structure (ORCA input):
```
! RIJCOSX wB97M-V def2-TZVPD def2/J DEFGRID3
* xyz 0 1
C -1.1864 -1.1462 1.7421
C -1.5572 0.0361 1.2590
C -1.8685 0.1904 -0.2374
C -0.7208 0.9218 -0.9508
C 0.5096 -0.0121 -1.1652
N 1.4061 0.0330 -0.0156
C 2.8397 0.0626 -0.3267
H -0.8452 -1.2881 2.7600
H -1.4820 -2.0441 1.2115
H -1.2624 0.9776 1.7129
H -2.8765 0.5417 -0.4573
H -1.8712 -0.8331 -0.6348
H -0.2869 1.7590 -0.3975
H -1.0837 1.2699 -1.9185
H 0.0095 -0.9537 -1.4465
H 1.1670 0.2935 -1.9795
H 1.2037 -0.6815 0.6741
H 2.9518 0.7386 -1.1741
H 3.2186 -0.9161 -0.6142
H 3.4218 0.4202 0.5209
*
```

Calculated values
**SMILES**: C=CCCCNC
**Kohn-Sham gap**: 9.67 eV
**LUMO energy**: 1.19 eV

Atomic partial charges in e from the natural (NBO) method, atoms 1 to 2: -0.428, -0.146

***

Going by the energies, Q is most stable and the next is 0.0163 hartree up.

***

P:
C6H13N | ωB97M-V with the def2-TZVPD basis set

Structure (ORCA input):
```
! RIJCOSX wB97M-V def2-TZVPD def2/J DEFGRID3
* xyz 0 1
C 1.0350 1.0472 -2.0060
C 1.3892 0.5782 -0.8124
C 1.6241 -0.8773 -0.5390
N 1.4899 1.3890 0.3112
H 0.8856 0.3931 -2.8441
H 0.8694 2.0974 -2.1753
H 0.9488 -1.2189 0.2446
H 2.6482 -1.0398 -0.2015
H 1.4551 -1.4681 -1.4337
H 1.5647 2.3763 0.1205
H 2.1289 1.0664 1.0210
C -1.5329 -1.3107 1.9964
C -1.4561 -0.2126 1.2681
C -2.1370 -0.0153 -0.0434
H -2.1160 -2.1612 1.6806
H -1.0209 -1.4110 2.9389
H -0.8593 0.6258 1.6035
H -2.8326 0.8212 0.0196
H -1.4000 0.2270 -0.8084
H -2.6839 -0.9068 -0.3405
*
```

Calculated values
**SMILES**: C=C(C)N.C=CC
**Kohn-Sham gap**: 9.25 eV
**LUMO energy**: 1.06 eV

Atomic partial charges in e from the natural (NBO) method, atoms 1 to 2: -0.536, 0.205

***

Q:
C6H13N | ωB97M-V with the def2-TZVPD basis set

Structure (ORCA input):
```
! RIJCOSX wB97M-V def2-TZVPD def2/J DEFGRID3
* xyz 0 1
C 0.5705 0.3758 0.1858
C 2.8861 -0.0393 -0.5000
C 0.7384 0.3376 1.6674
C -2.2851 0.6469 -1.1236
N 0.7686 -0.6970 -0.5461
C -1.5614 -0.3079 -0.2464
C -2.0355 -1.3379 0.4222
H 0.6184 -0.4938 -1.5321
H 0.4842 1.3724 -0.2544
H 3.2442 -0.5876 0.3617
H 3.0600 1.0340 -0.4637
H 3.1254 -0.4844 -1.4585
H 0.8855 -0.6846 2.0104
H 1.5935 0.9497 1.9611
H -0.1536 0.7515 2.1412
H -3.3729 0.4895 -1.0874
H -2.0935 1.6851 -0.8358
H -1.9725 0.5412 -2.1671
H -1.3924 -2.0025 0.9895
H -3.1076 -1.5486 0.4760
*
```

Calculated values
**Kohn-Sham gap (alpha / beta)**: 7.82 / 8.04 eV
**LUMO energy (alpha / beta)**: 0.83 / 0.92 eV

Atomic partial charges in e from the natural (NBO) method, atoms 1 to 2: 0.196, -0.610

***

Going by the energies, P is most stable and the next is 0.2006 hartree up.

***

P:
C6H13N | ωB97M-V with the def2-TZVPD basis set

Structure (ORCA input):
```
! RIJCOSX wB97M-V def2-TZVPD def2/J DEFGRID3
* xyz 0 1
C -1.3834 1.2276 -1.4806
N -0.6756 0.2227 -1.1895
C 0.7651 0.3776 -1.1785
C 1.3830 -0.1436 0.1182
C 2.9082 -0.1015 0.0567
H -2.4709 1.1318 -1.4909
H -0.9628 2.2143 -1.7280
H 1.1534 -0.2215 -2.0125
H 1.0713 1.4251 -1.3492
H 1.0370 -1.1699 0.2914
H 1.0228 0.4528 0.9670
H 3.2700 0.9219 -0.0985
H 3.2819 -0.7142 -0.7724
H 3.3578 -0.4790 0.9802
C -2.2085 0.1570 1.7951
C -2.3712 -1.0029 1.1690
H -1.3764 0.8173 1.5572
H -2.8974 0.4966 2.5640
H -3.2082 -1.6588 1.3944
H -1.6824 -1.3186 0.3908
*
```

Calculated values
**SMILES**: C=NCCC.C=C
**Kohn-Sham gap**: 10.86 eV
**LUMO energy**: 1.18 eV

Atomic partial charges in e from the natural (NBO) method, atoms 1 to 2: -0.053, -0.395

***

Q:
C6H13N | ωB97M-V with the def2-TZVPD basis set

Structure (ORCA input):
```
! RIJCOSX wB97M-V def2-TZVPD def2/J DEFGRID3
* xyz 0 1
C 1.0770 -0.8976 1.4237
C 0.1556 -0.0081 0.8524
C -1.2554 -0.2055 1.3329
C -1.9031 1.2340 1.2394
C 0.6811 0.7894 -0.4904
C 0.2753 0.0065 -1.7597
N 1.1719 -0.9465 -2.3986
H 2.2360 -0.8931 1.3144
H 0.4138 -1.5697 1.9957
H -1.7284 -0.8775 0.6603
H -1.4509 -0.6096 2.3191
H -2.5075 1.1209 2.1750
H -2.4768 1.7208 0.3718
H -1.1479 1.9489 1.4109
H 0.3332 1.8276 -0.2219
H 1.7672 0.8136 -0.4067
H -0.6884 -0.4622 -1.5047
H 0.0530 0.8095 -2.4617
H 2.0119 -0.8286 -1.9062
H 0.7986 -1.8869 -2.5447
*
```

Calculated values
**SMILES**: C=C(CC)CCN
**Kohn-Sham gap**: 9.87 eV
**LUMO energy**: 1.01 eV

Atomic partial charges in e from the natural (NBO) method, atoms 1 to 2: -0.460, 0.051

***

R:
C6H13N | ωB97M-V with the def2-TZVPD basis set

Structure (ORCA input):
```
! RIJCOSX wB97M-V def2-TZVPD def2/J DEFGRID3
* xyz 0 1
C -1.7237 -0.6640 1.1060
C -0.5862 0.0010 0.3569
C 0.2584 0.8881 1.2576
C 1.3839 1.3859 0.3572
C 1.5045 0.2396 -0.6621
N 0.3258 -0.6094 -0.5942
C -0.3516 -1.1901 -1.7223
H -1.3862 -1.2610 1.9484
H -2.1211 -1.4161 0.4136
H -2.5364 0.0549 1.2936
H -1.1308 0.8001 -0.3390
H 0.5837 0.1141 1.9943
H -0.2497 1.6418 1.8813
H 0.9787 2.3250 -0.0193
H 2.3660 1.5105 0.8082
H 2.3193 -0.3378 -0.2349
H 1.8322 0.5864 -1.6562
H 0.3708 -1.6614 -2.4035
H -0.7982 -0.4571 -2.4127
H -1.0390 -1.9506 -1.3729
*
```

Calculated values
**SMILES**: C[C@H]1CCCN1C
**Kohn-Sham gap**: 9.05 eV
**LUMO energy**: 1.20 eV

Atomic partial charges in e from the natural (NBO) method, atoms 1 to 2: -0.620, -0.010

***

S:
C6H13N | ωB97M-V with the def2-TZVPD basis set

Structure (ORCA input):
```
! RIJCOSX wB97M-V def2-TZVPD def2/J DEFGRID3
* xyz 0 1
C -0.1883 2.1696 -2.3432
C -0.1447 1.9835 -0.8021
C -0.0236 0.5308 -0.4019
C -1.0258 -0.3857 -0.0411
N -0.9764 -1.4258 0.9547
C 0.2598 -2.1001 1.0702
C 1.1463 -1.3842 2.0576
H 0.2542 1.3013 -2.8526
H -1.2373 2.1528 -2.8311
H 0.1663 3.1636 -2.5929
H -1.0892 2.3519 -0.4689
H 0.6607 2.6040 -0.4238
H 0.9546 0.1407 -0.3393
H -2.0279 -0.2935 -0.4244
H -1.7845 -2.0182 0.8785
H 0.1641 -3.1353 1.5132
H 0.9503 -2.1851 0.1785
H 0.6138 -1.1885 2.9146
H 1.2781 -0.3873 1.7255
H 2.0497 -1.8943 2.2284
*
```

Calculated values
**SMILES**: CC/C=C/NCC
**Kohn-Sham gap**: 8.77 eV
**LUMO energy**: 1.08 eV

Atomic partial charges in e from the natural (NBO) method, atoms 1 to 2: -0.608, -0.434

***

Going by the energies, R is most stable and the next is 0.0164 hartree up.

***

P:
C20H37AgF6NO6 | ωB97M-V with the def2-TZVPD basis set

Structure (ORCA input):
```
! RIJCOSX wB97M-V def2-TZVPD def2/J DEFGRID3
* xyz -1 1
Ag -0.9245 -0.4887 0.6429
C 2.4982 -3.4502 -4.6981
O 2.1436 -3.8790 -6.0043
O 1.3309 -2.7616 -4.3409
C 2.9491 -4.7855 -3.8478
F 2.1678 -5.8522 -4.1751
F 4.2136 -5.2191 -3.9659
F 2.8721 -4.5899 -2.5244
C 3.1393 -3.9372 -7.0393
C 2.4246 -4.5862 -8.3119
H 2.9695 -4.6813 -9.2511
H 2.1881 -5.6254 -8.0835
H 1.4737 -4.0643 -8.4190
H 4.0353 -4.5023 -6.7823
H 3.4076 -2.8935 -7.2032
H 3.3415 -2.7627 -4.7638
C -6.3504 -0.0498 0.2694
O -5.5107 0.0571 1.4598
O -5.3778 -0.3928 -0.7322
C -7.6064 -0.9495 0.4501
F -7.2454 -2.2012 0.7408
F -8.4864 -0.6703 1.3984
F -8.3168 -0.8587 -0.6970
C -6.1582 0.2859 2.7674
C -5.1631 0.4083 3.9124
H -4.7974 1.4322 3.8356
H -5.6559 0.4799 4.8820
H -4.3619 -0.3190 4.0433
H -6.6030 -0.6737 3.0309
H -6.9942 0.9834 2.8193
H -6.7326 0.9649 0.1579
C 1.8903 6.3542 1.4769
C 1.5452 5.2059 0.6119
C 2.3102 5.4725 -0.7712
C 3.8192 5.1386 -0.7937
C 3.9719 3.7187 -0.3285
C 3.4446 3.4069 1.0913
N 1.9919 3.8243 1.1450
O 1.3955 3.4155 2.3473
C 3.4329 1.8552 1.3855
C 4.3244 4.1308 2.1657
C 0.0473 5.1608 0.4155
H 1.9162 5.9936 2.5052
H 1.1563 7.1523 1.3654
H 2.8998 6.7098 1.2705
H 1.8222 5.0219 -1.6354
H 2.1618 6.5319 -0.9801
H 4.3981 5.8170 -0.1670
H 4.3101 5.1979 -1.7651
H 4.9628 3.3037 -0.5131
H 3.2745 3.1620 -0.9544
H 3.0676 1.6015 2.3806
H 2.8168 1.3912 0.6153
H 4.3963 1.4006 1.1549
H 4.2187 5.1947 1.9535
H 4.1482 3.9477 3.2256
H 5.3777 3.8546 2.1160
H -0.1497 4.3793 -0.3183
H -0.3328 6.0670 -0.0560
H -0.5072 4.8564 1.3032
H 1.8705 3.9375 2.9981
C -2.9210 -7.7722 3.0132
C -2.3893 -6.3574 3.3143
O -1.9736 -5.6567 2.3664
C -2.1485 -5.9133 4.7423
H -2.4094 -8.1317 2.1204
H -3.9764 -7.7667 2.7410
H -2.8281 -8.5718 3.7482
H -3.0558 -5.5230 5.2034
H -1.3766 -5.1495 4.6474
H -1.7728 -6.7789 5.2879
*
```

Calculated values
**Kohn-Sham gap**: 2.44 eV
**LUMO energy**: -1.41 eV

Atomic partial charges in e from the Mulliken method, atoms 1 to 2: 0.794, -0.095

***

Q:
C20H37AgF6NO6 | ωB97M-V with the def2-TZVPD basis set

Structure (ORCA input):
```
! RIJCOSX wB97M-V def2-TZVPD def2/J DEFGRID3
* xyz -1 1
Ag 0.1965 0.6402 -0.3487
C 0.1924 0.4298 3.1804
O 1.1912 0.8715 4.1372
O 0.3102 1.0730 2.0635
C 0.3548 -1.1160 3.0635
F 1.5991 -1.5914 3.2041
F -0.4218 -1.7957 3.9586
F -0.0702 -1.5616 1.8499
C 0.7363 0.9051 5.4584
C 1.9241 1.1820 6.3622
H 2.8199 0.6964 5.9779
H 2.1700 2.2489 6.4015
H 1.7164 0.9193 7.4028
H 0.2911 -0.0491 5.7746
H -0.0187 1.6940 5.5858
H -0.8284 0.5805 3.6180
C 2.3368 3.1565 -1.2425
O 1.7321 2.1351 -2.0909
O 1.9931 2.9743 -0.0366
C 3.8673 3.2046 -1.4333
F 4.4913 2.1581 -0.8516
F 4.2808 3.2839 -2.7279
F 4.3906 4.2841 -0.8209
C 1.4696 2.4386 -3.4276
C 0.8470 1.2059 -4.0888
H 1.5264 0.3620 -3.9796
H -0.1206 0.9782 -3.6451
H 0.7057 1.4860 -5.1371
H 2.3446 2.6949 -4.0369
H 0.7387 3.2542 -3.5551
H 1.9756 4.1534 -1.6343
C -4.6293 0.0971 -0.7288
C -3.2672 -0.1479 -0.0325
C -3.4021 -1.2954 0.9549
C -3.6072 -2.6030 0.2121
C -2.4682 -2.8808 -0.7561
C -2.0264 -1.7135 -1.6541
N -2.1894 -0.4559 -0.9384
O -1.8226 0.6784 -1.7140
C -0.5221 -1.9312 -1.8720
C -2.7475 -1.7118 -3.0234
C -2.9896 1.1192 0.7663
H -4.6018 0.9522 -1.4080
H -5.3806 0.2789 0.0411
H -5.0025 -0.7515 -1.3106
H -2.4996 -1.3734 1.5687
H -4.2269 -1.0984 1.6431
H -4.5882 -2.5960 -0.2756
H -3.6966 -3.4317 0.9218
H -2.8064 -3.7511 -1.3272
H -1.6166 -3.2654 -0.1925
H -0.0448 -1.2460 -2.5704
H -0.0514 -1.8907 -0.8846
H -0.2880 -2.9602 -2.1721
H -2.0514 -1.3786 -3.7962
H -3.1372 -2.6856 -3.3178
H -3.6078 -1.0348 -3.0383
H -3.8057 1.3369 1.4546
H -2.7736 2.0107 0.1743
H -2.0719 1.0364 1.3702
H -2.3929 0.6543 -2.5019
C 4.0036 -1.2899 0.8208
C 3.3289 -1.0642 -0.5049
O 2.1867 -0.6849 -0.5530
C 4.2193 -1.0163 -1.7222
H 4.6693 -0.4157 0.8697
H 4.5794 -2.2054 0.9343
H 3.3029 -1.1586 1.6394
H 4.7445 -0.0680 -1.7314
H 3.6087 -1.1088 -2.6200
H 4.9299 -1.8467 -1.7070
*
```

Calculated values
**Kohn-Sham gap**: 6.31 eV
**LUMO energy**: 2.33 eV

Atomic partial charges in e from the Mulliken method, atoms 1 to 2: 1.351, -0.363

***

Going by the energies, Q is most stable and the next is 0.2679 hartree up.

***

P:
C5H14 | ωB97M-V with the def2-TZVPD basis set

Structure (ORCA input):
```
! RIJCOSX wB97M-V def2-TZVPD def2/J DEFGRID3
* xyz 0 1
C 0.4820 -0.7617 -1.0799
C 0.3833 -0.4921 -2.5742
C 0.3280 0.9906 -2.9234
H -0.2934 -0.2563 -0.5070
H 1.4500 -0.5552 -0.6241
H 0.3974 -1.8494 -0.9573
H 1.2459 -0.9804 -3.0356
H -0.4758 -1.0104 -2.9935
H 0.0143 1.6118 -2.0843
H 1.3131 1.4420 -3.1146
H -0.2667 1.2202 -3.7983
C -0.8567 -0.3707 3.5033
C -0.3175 0.5372 2.3974
H -1.4819 0.1661 4.2155
H -1.4228 -1.2052 3.0914
H -0.0173 -0.7828 4.0659
H 0.3650 -0.0319 1.7702
H 0.2639 1.3441 2.8477
H -1.1107 0.9840 1.8010
*
```

Calculated values
**SMILES**: CCC.CC
**Kohn-Sham gap**: 12.34 eV
**LUMO energy**: 1.13 eV

Atomic partial charges in e from the natural (NBO) method, atoms 1 to 2: -0.606, -0.402

***

Q:
C5H14 | ωB97M-V with the def2-TZVPD basis set

Structure (ORCA input):
```
! RIJCOSX wB97M-V def2-TZVPD def2/J DEFGRID3
* xyz 0 1
C -1.1991 0.0132 0.8695
C -1.1775 1.3015 0.0621
C -0.5225 2.4394 0.8797
H -1.6090 0.1400 1.8727
H -1.5394 -0.8170 0.2628
H -0.1816 -0.2696 1.1619
H -0.6532 1.1557 -0.8803
H -2.1847 1.6249 -0.2128
H -0.2671 2.1177 1.8862
H 0.4261 2.6953 0.3889
H -1.0177 3.4084 0.8592
C 0.5477 -1.7602 -1.2684
C 1.8956 -1.6898 -0.5533
H 0.3868 -0.7182 -1.5544
H 0.6219 -2.4869 -2.0737
H -0.3336 -2.0178 -0.6929
H 2.1257 -2.6232 -0.0245
H 1.9617 -0.9686 0.2626
H 2.7200 -1.5448 -1.2454
*
```

Calculated values
**SMILES**: CCC.CC
**Kohn-Sham gap**: 12.22 eV
**LUMO energy**: 1.18 eV

Atomic partial charges in e from the natural (NBO) method, atoms 1 to 2: -0.609, -0.401

***

Going by the energies, P is most stable and the next is 0.0129 hartree up.